Density functional theory data (wB97M-V/def2-TZVPD) for a cluster of 2 separate species, C5H9O in total at a distorted geometry.

Last column: Mulliken charge in e.
Geometry (Å):
C1 0.965 1.357 -1.082  -1.30
C2 0.033 0.370 -0.441  1.10
C3 -1.231 0.762 0.089  -0.15
C4 -1.956 -0.160 0.819  -0.79
C5 0.484 -0.973 -0.265  -0.73
H1 0.654 2.399 -0.965  0.36
H2 1.938 1.248 -0.598  0.34
H3 1.154 1.169 -2.142  0.32
H4 -1.568 1.808 0.006  0.30
H5 -2.921 -0.012 1.300  0.28
H6 -1.475 -1.115 1.010  0.18
H7 -0.295 -1.703 -0.103  0.30
H8 1.267 -1.256 -0.948  0.28
O1 1.241 -1.661 1.360  -0.73
H9 1.710 -2.233 1.959  0.23

Calculated values
Net charge ... 0
E ... -7373.4825 eV
2S+1 ... 2
Energy relative to the best compared isomer or geometry (same formula, charge and spin) ... 61.8 kcal per mole
LUMO energy (alpha / beta) ... 0.011 / -0.060 Eh

Density functional theory data (wB97M-V/def2-TZVPD) for a structure of composition C20H56BrCl2O29P7S at a distorted geometry.

Last column: Mulliken charge in e.
Geometry (Å):
O1 -1.231 3.774 -4.289  -0.46
S1 -1.455 3.014 -5.460  1.03
O2 -2.013 1.754 -5.183  -0.54
O3 -0.206 2.699 -6.413  -0.26
C1 0.038 3.926 -7.148  -0.46
P1 1.626 4.700 -6.449  0.14
O4 1.660 4.510 -4.848  -0.14
Br1 3.200 3.263 -7.158  -0.22
C2 -1.298 4.723 -7.150  0.68
Cl1 -1.895 4.666 -8.872  -0.17
Cl2 -1.237 6.437 -6.802  -0.10
O5 -2.267 3.990 -6.435  -0.27
H1 0.298 3.843 -8.199  0.45
H2 1.391 3.598 -4.644  0.27
C3 -4.443 0.491 -2.800  -0.66
O6 -5.361 -0.605 -2.823  -0.44
P2 -4.876 -1.968 -2.021  1.15
O7 -4.891 -1.373 -0.650  -0.67
O8 -3.383 -1.975 -2.679  -0.11
C4 -3.248 -2.251 -4.080  -0.89
O9 -4.698 -3.551 -1.527  -0.27
C5 -5.842 -4.181 -0.923  -0.79
H3 -5.015 1.397 -2.606  0.30
H4 -3.685 0.376 -2.031  0.31
H5 -3.960 0.583 -3.773  0.24
H6 -2.582 -1.508 -4.514  0.22
H7 -4.207 -2.208 -4.599  0.40
H8 -2.812 -3.242 -4.211  0.29
H9 -6.700 -4.156 -1.593  0.32
H10 -6.090 -3.691 0.018  0.34
H11 -5.581 -5.218 -0.728  0.24
C6 0.798 4.691 -1.197  -0.68
O10 1.580 4.663 -0.003  -0.46
P3 2.766 3.537 0.073  1.11
O11 3.692 3.947 -1.003  -0.67
O12 1.822 2.289 -0.365  -0.31
C7 0.689 1.946 0.441  -0.69
O13 3.696 2.534 0.990  -0.24
C8 4.753 3.145 1.755  -0.73
H12 0.664 5.727 -1.499  0.38
H13 1.267 4.140 -2.006  0.32
H14 -0.182 4.258 -0.988  0.27
H15 -0.170 1.804 -0.213  0.20
H16 0.452 2.727 1.166  0.37
H17 0.891 1.014 0.969  0.28
H18 4.359 3.910 2.423  0.32
H19 5.498 3.580 1.090  0.32
H20 5.219 2.365 2.352  0.23
C9 6.570 9.723 -8.957  -0.66
O14 6.432 8.524 -9.722  -0.42
P4 6.587 7.107 -8.917  1.19
O15 5.440 7.118 -7.987  -0.64
O16 7.984 7.502 -8.187  -0.34
C10 9.128 7.810 -8.987  -0.75
O17 7.025 5.520 -8.935  -0.29
C11 6.121 4.609 -9.590  -0.57
H21 5.782 10.402 -9.277  0.27
H22 6.480 9.544 -7.889  0.35
H23 7.538 10.179 -9.170  0.25
H24 9.583 8.722 -8.603  0.24
H25 8.866 7.964 -10.036  0.38
H26 9.849 6.996 -8.912  0.26
H27 5.950 4.907 -10.624  0.32
H28 5.174 4.572 -9.052  0.16
H29 6.577 3.622 -9.582  0.25
C12 2.941 -4.787 1.287  -0.46
O18 2.174 -4.125 0.282  -0.43
P5 0.544 -4.101 0.462  1.17
O19 0.355 -3.306 1.697  -0.60
O20 0.448 -5.706 0.741  -0.32
C13 0.882 -6.618 -0.268  -0.82
O21 -0.966 -4.137 -0.181  -0.29
C14 -1.474 -2.896 -0.731  -0.50
H30 3.798 -4.155 1.507  0.26
H31 2.375 -4.956 2.199  0.13
H32 3.296 -5.743 0.900  0.25
H33 1.514 -7.373 0.198  0.25
H34 1.454 -6.119 -1.052  0.38
H35 0.013 -7.105 -0.711  0.26
H36 -0.801 -2.518 -1.500  0.32
H37 -1.593 -2.152 0.058  0.34
H38 -2.434 -3.085 -1.181  0.07
C15 0.141 -4.376 4.717  0.07
O22 1.128 -3.969 5.674  -0.39
P6 1.040 -4.635 7.170  1.01
O23 1.320 -6.056 6.836  -0.68
O24 -0.546 -4.329 7.374  -0.19
C16 -0.971 -2.964 7.419  -0.81
O25 1.249 -4.700 8.815  -0.26
C17 2.594 -4.883 9.291  -0.75
H39 0.647 -4.542 3.771  -0.43
H40 -0.373 -5.286 5.015  0.39
H41 -0.585 -3.575 4.583  0.24
H42 -1.840 -2.847 6.772  0.25
H43 -0.190 -2.280 7.080  0.43
H44 -1.253 -2.708 8.441  0.26
H45 3.251 -4.097 8.920  0.31
H46 2.973 -5.858 8.988  0.33
H47 2.568 -4.832 10.377  0.23
C18 -8.391 -2.843 8.772  -0.66
O26 -7.183 -3.478 8.355  -0.43
P7 -5.987 -3.605 9.467  1.20
O27 -6.570 -4.493 10.493  -0.68
O28 -6.027 -2.040 9.906  -0.37
C19 -5.766 -1.033 8.926  -0.74
O29 -4.377 -3.675 9.792  -0.23
C20 -3.703 -4.916 9.491  -0.71
H48 -9.218 -3.435 8.386  0.27
H49 -8.471 -2.775 9.854  0.35
H50 -8.442 -1.842 8.340  0.25
H51 -6.529 -0.261 9.012  0.25
H52 -5.787 -1.434 7.911  0.37
H53 -4.789 -0.589 9.118  0.26
H54 -3.835 -5.173 8.441  0.34
H55 -4.082 -5.720 10.121  0.37
H56 -2.643 -4.784 9.688  0.17

Calculated values
Net charge ... 0
E ... -251966.8093 eV
LUMO energy ... -0.063 Eh

Density functional theory data (wB97M-V/def2-TZVPD) for a cluster of 2 separate species, CH3Cl2N4 in total at a distorted geometry.

Last column: Mulliken charge in e.
Geometry (Å):
C1 0.554 -1.525 -0.156  0.08
N1 -0.650 -0.942 -0.488  -0.34
N2 0.700 0.654 -0.094  0.04
N3 1.445 -0.501 -0.036  0.06
N4 -0.493 0.388 -0.547  -0.07
Cl1 2.964 -0.537 0.799  0.12
Cl2 -0.939 1.175 -2.206  0.05
H1 0.658 -2.652 -0.147  0.41
H2 1.262 1.498 0.019  0.31
H3 -1.996 0.842 0.178  0.33

Calculated values
Net charge ... +1
E ... -32074.5813 eV
Energy relative to the best compared isomer or geometry (same formula, charge and spin) ... 136.4 kcal per mole
LUMO energy (alpha / beta) ... -0.222 / -0.248 Eh

Density functional theory data (wB97M-V/def2-TZVPD) for a cluster of 3 separate species, C4H8N2O in total at a distorted geometry.

Last column: Mulliken charge in e.
Geometry (Å):
C1 -2.420 0.525 -0.317  -0.83
C2 1.964 -0.414 0.901  -1.05
N1 -1.109 0.146 0.111  -0.32
C3 -0.623 -0.334 1.113  0.76
C4 1.007 0.024 -1.755  -0.12
N2 -0.119 0.368 -1.837  -0.32
O1 -0.517 -0.753 2.210  -0.49
H1 -2.787 -0.188 -1.055  0.27
H2 -3.101 0.568 0.535  0.41
H3 -2.352 1.500 -0.797  0.27
H4 1.862 -1.292 1.528  0.29
H5 1.817 0.494 1.479  0.33
H6 2.986 -0.398 0.521  0.34
H7 1.911 0.095 -2.329  0.38
H8 1.481 -0.343 -0.308  0.08

Calculated values
Net charge ... 0
E ... -9301.4466 eV
SMILES string ... CN=C=O.C#N.C
Energy relative to the best compared isomer or geometry (same formula, charge and spin) ... 114.1 kcal per mole
LUMO energy ... 0.019 Eh